ORCA calculation (ωB97M-V/def2-TZVPD) on a molecular structure, C66H81BiN3P2Si2.

Each line ends with the Mulliken charge.
Positions of all 155 atoms, in Å:
Bi: 0.1221 -0.4792 -0.6869  0.101
P: -0.1641 0.1160 3.4717  0.415
P: -0.2958 2.7300 -0.5522  -0.430
Si: -2.2565 -0.8238 0.5318  -0.307
Si: 2.8954 -0.6584 0.0234  0.438
N: 0.1316 -2.8662 -1.5051  1.109
N: -2.1747 1.2174 -1.5176  0.948
N: -0.9420 -0.8790 -2.9747  0.636
C: -4.5242 2.3807 -2.6390  0.099
C: 3.9536 0.0945 -3.9457  -0.543
C: -1.6378 3.3614 5.7163  -1.190
C: -1.4395 2.4081 4.5411  0.782
C: -2.2496 2.6314 6.9247  -0.997
C: -3.0138 -2.2440 -0.4283  -1.375
C: -3.2475 -2.2330 4.8747  -1.034
C: 2.0321 3.0472 -2.0535  0.953
C: 0.0557 6.8398 0.4222  -1.210
C: -1.5785 0.0971 -3.6377  -0.166
C: 3.7001 -0.0058 -1.5347  0.529
C: 1.1932 -2.3629 3.5359  0.748
C: 0.6533 -4.1224 -3.4667  -0.924
C: 0.8357 3.2848 -4.6128  -0.769
C: -4.5282 2.1766 0.0581  -1.257
C: -5.0413 1.8436 -1.2995  -1.028
C: 2.5415 4.1747 -2.9508  -1.136
C: 2.9110 -2.6785 5.3819  -1.144
C: -0.5736 -0.6022 -5.6934  -1.594
C: 4.5366 -4.4365 0.5983  -0.654
C: 0.5859 6.6229 1.8553  -0.737
C: 4.9697 -1.8756 1.5675  -0.292
C: 5.0114 0.9815 -3.8053  -0.665
C: -3.7960 3.6981 -2.4575  -1.602
C: 1.0655 -1.0173 4.2479  0.172
C: 3.3036 -1.1901 5.3500  -0.991
C: -4.1134 -2.3487 3.8036  -1.217
C: 1.5958 5.4818 1.8967  -0.905
C: -0.2430 -1.7853 -3.6545  0.507
C: -0.0196 -1.6781 -5.0217  -1.084
C: -3.0024 2.1457 0.2430  0.751
C: 3.3103 -0.3954 -2.8153  0.440
C: 0.2648 5.6081 -0.4666  -0.473
C: 0.2391 -2.9608 -2.8469  0.569
C: -3.6405 1.4277 -3.3987  -1.519
C: 3.9130 -2.0917 0.6788  0.454
C: -2.0643 -1.5305 4.7126  -0.317
C: 0.6600 -5.1788 -1.3311  -0.809
C: -1.3777 0.2861 -4.9999  -0.804
C: -1.9112 1.1371 6.8892  -0.733
C: -2.5365 -1.1158 2.3846  1.117
C: -2.1081 2.6281 -0.9584  0.213
C: -0.3627 1.3619 4.8634  -0.006
C: -0.0863 4.3446 0.3215  0.901
C: -1.6992 -0.9274 3.5067  0.198
C: 4.7688 0.8888 -1.4138  -0.292
C: 5.5768 -4.2019 1.4865  -0.580
C: -3.7427 -1.8137 2.5795  -0.615
C: 5.4236 1.3728 -2.5371  -0.736
C: -2.9660 0.7164 -0.3317  1.359
C: 0.2833 -3.9643 -0.7539  0.046
C: -4.5022 0.7170 -0.4759  -0.774
C: -2.6997 3.7811 -1.7132  -0.788
C: -2.5816 2.4030 1.6595  -1.226
C: -2.5289 0.9363 -2.8573  -0.175
C: 0.9330 4.1641 1.4830  0.382
C: 0.5019 2.7839 -2.2196  1.636
C: 0.8836 -5.2488 -2.6857  -1.080
C: 5.7960 -2.9180 1.9680  -0.592
C: 0.0457 -3.9019 0.7208  -0.739
C: 3.7176 -3.3885 0.1992  -0.070
C: -0.4993 0.9180 6.3476  -1.119
C: 2.4604 -0.3908 4.3401  -0.054
C: 2.2096 3.9511 -4.4314  -0.978
C: 2.4355 -3.1473 4.0098  0.014
C: -0.0744 3.5549 -3.4134  -0.478
H: 0.7761 -6.0436 -0.6913  0.596
H: 1.2099 -6.1734 -3.1442  0.448
H: 4.3623 -1.0894 5.1010  0.465
H: 3.6328 -0.2162 -4.9327  0.482
H: 2.9861 3.3446 -4.9031  0.312
H: 2.9171 -3.5855 -0.5095  0.325
H: -2.2627 4.2056 5.4198  0.427
H: -2.7230 3.4497 1.9442  0.698
H: -2.6292 0.6087 6.2572  0.129
H: 2.4314 5.7123 1.2289  0.344
H: -2.5741 -3.2067 -0.1680  0.506
H: 2.9853 0.4556 1.0207  -0.390
H: -0.1358 4.6288 -3.2177  0.196
H: -0.2415 6.3829 2.5305  0.264
H: 2.2186 4.9156 -4.9432  0.432
H: 6.6106 -2.7290 2.6557  0.451
H: -0.6640 3.7824 5.9869  0.386
H: -2.3899 1.9110 4.3178  0.074
H: -0.1783 -0.1071 6.5162  0.393
H: -1.0909 3.2200 -3.6256  0.332
H: -3.8899 1.1906 -4.4272  0.506
H: -2.2096 4.7422 -1.6044  0.265
H: 2.1167 5.1280 -2.6310  0.215
H: -1.5330 2.1356 1.8093  -0.693
H: 1.2756 -2.1800 2.4587  -1.831
H: 0.7357 -1.2148 5.2708  -0.053
H: 6.2182 -5.0160 1.7994  0.397
H: -2.0038 0.7017 7.8860  0.528
H: -3.1800 1.7952 2.3421  1.297
H: 3.7586 -3.2804 5.7138  0.556
H: 2.2228 -4.2186 4.0195  0.575
H: -2.8474 -2.0626 -1.4945  0.076
H: 2.4351 0.6633 4.6216  0.523
H: 5.1563 -0.8798 1.9572  0.298
H: 0.2836 -2.9481 3.6955  0.697
H: 2.0274 5.3754 2.8934  0.519
H: 0.5993 1.8793 4.7763  0.575
H: -6.1253 1.8141 -1.2741  0.380
H: -4.0911 -2.3159 -0.2742  0.753
H: -1.1548 2.9594 3.6464  -0.497
H: -0.3204 5.7124 -1.3806  0.151
H: -1.4046 -1.4432 5.5635  0.579
H: 3.6215 4.2689 -2.8192  0.597
H: 3.2471 -3.0067 3.2949  -0.403
H: -5.0574 -2.8686 3.9059  0.448
H: 5.5166 1.3667 -4.6821  0.421
H: 0.4090 3.7386 2.3427  -0.223
H: 0.3696 3.6164 -5.5433  0.591
H: 0.1916 1.5229 6.9442  0.687
H: -0.1061 -2.8874 1.0769  -0.812
H: 1.0290 7.5435 2.2359  0.481
H: -5.4077 2.5628 -3.2495  1.132
H: -3.3332 2.7661 6.9390  0.370
H: 5.0929 1.2179 -0.4322  0.361
H: 2.5750 2.1350 -2.3066  -1.023
H: -1.0135 7.0664 0.4564  0.361
H: -4.4254 -1.9601 1.7525  0.377
H: -0.3865 -0.4616 -6.7499  0.445
H: -1.0749 4.5070 0.7698  0.625
H: -3.4904 -2.6741 5.8335  0.467
H: 2.2941 3.2613 -1.0132  0.441
H: 3.1787 -0.7601 6.3470  0.371
H: -0.8422 -4.4899 0.9668  0.609
H: -1.8496 1.1205 -5.5002  0.483
H: 0.7498 -4.1740 -4.5397  0.459
H: 0.8898 -4.3299 1.2625  0.553
H: -1.8725 3.0717 7.8504  0.393
H: 1.3074 5.5449 -0.7825  -0.015
H: 0.9580 2.1981 -4.6977  0.043
H: -4.1774 4.5790 -2.9600  0.450
H: 2.4899 -1.0986 -2.9396  0.146
H: 2.9138 -0.4298 3.3447  -0.520
H: 0.4031 1.7308 -2.5095  -0.240
H: -5.1863 2.5980 0.8070  0.520
H: 0.5902 -2.3967 -5.5482  0.450
H: 4.3669 -5.4358 0.2153  0.482
H: 0.5369 7.7057 -0.0368  0.535
H: -5.1385 -0.1122 -0.1958  0.485
H: 6.2523 2.0607 -2.4245  0.461
H: 2.1206 -2.8415 6.1207  0.262
H: 1.6939 3.4278 1.2101  -0.259

Properties
**LUMO energy**: -0.1007 Eh
**Net charge**: +1
**HOMO energy**: -8.597 eV
**Gap between HOMO and LUMO**: 5.86 eV
**Maximum force**: 1.48 eV/Å
**Energy relative to the best compared isomer or geometry (same formula, charge and spin)**: 2.102 eV